{
  "formula": "C8H16Cl3NO2PS",
  "method": "ωB97M-V with the def2-TZVPD basis set",
  "energy_ev": -71823.306,
  "charge": 1,
  "orbital_gap_ev": 9.71,
  "species": ["Cl", "Cl", "Cl", "S", "P", "O", "O", "N", "C", "C", "C", "C", "C", "C", "C", "C", "H", "H", "H", "H", "H", "H", "H", "H", "H", "H", "H", "H", "H", "H", "H", "H"],
  "xyz": [[1.58, 0.81, -3.45], [1.05, 3.61, -2.90], [-1.16, 1.73, -3.15], [0.94, -1.69, -0.05], [0.46, -2.96, 1.61], [0.05, -4.41, 1.00], [1.85, -3.14, 2.45], [-0.65, -2.43, 2.56], [0.46, 2.16, -3.71], [-2.92, -1.63, -0.31], [0.08, 2.18, 1.42], [1.12, 0.06, 0.54], [-0.21, 0.85, 0.61], [-0.44, -1.73, -1.29], [0.42, 3.33, 0.39], [-1.79, -1.83, -0.68], [-0.25, -2.55, -2.01], [1.36, 3.83, 0.68], [-1.01, -1.54, 2.22], [0.51, 2.85, -0.60], [-0.31, -0.79, -1.88], [-0.82, 2.41, 2.01], [-0.61, 1.09, -0.39], [1.58, -3.55, 3.29], [0.41, 2.35, -4.78], [1.73, 0.11, 1.46], [-1.02, 0.34, 1.16], [-0.70, -4.70, 1.56], [1.73, 0.54, -0.26], [0.90, 2.02, 2.16], [-3.93, -1.36, -0.04], [-0.42, 4.05, 0.38]]
}